The following is a quantum chemistry calculation of a cluster of 2 separate species, C5H14S in total in a non-equilibrium geometry, from the OMol25 dataset.

Output
HOMO energy	-8.533	eV
HOMO-LUMO gap	9.6	eV
structure (SMILES)	CCC.CSC
relative energy (zero: lowest compared OMol25 entry of this formula, charge and spin)	51.0	kJ/mol
energy	-16246.7720	eV

Last column: Mulliken charge in e.
Atoms and positions in Å:
1 C -3.16794 -0.38261 2.70499  -0.884
2 C -2.66964 0.60734 0.15957  -0.812
3 S -1.94854 -0.47667 1.40111  -0.026
4 H -3.32842 0.63546 3.07304  0.275
5 H -4.13058 -0.77081 2.42355  0.311
6 H -2.75732 -0.95298 3.53418  0.297
7 H -3.45675 0.07729 -0.36949  0.295
8 H -1.92026 0.80508 -0.60802  0.253
9 H -2.95937 1.57231 0.56254  0.301
10 C 1.97457 -0.46469 -1.42858  -0.174
11 C 1.98673 -0.08272 0.06129  -0.827
12 C 3.10147 0.23921 -2.24664  -1.008
13 H 2.07517 -1.54250 -1.48705  0.279
14 H 1.01059 -0.19899 -1.86040  0.234
15 H 1.01062 0.13112 0.46625  0.077
16 H 3.56886 -0.53616 -2.86158  0.259
17 H 2.68092 0.96290 -2.93557  0.264
18 H 2.72023 0.68689 0.30360  0.284
19 H 2.32975 -0.91599 0.69467  0.266
20 H 3.87992 0.60653 -1.58746  0.333

The following is a quantum chemistry calculation of a cluster of 2 separate species, C5H14S in total in a non-equilibrium geometry, from the OMol25 dataset.

Output
HOMO energy	-8.427	eV
HOMO-LUMO gap	9.4	eV
structure (SMILES)	CCSC.CC
relative energy (zero: lowest compared OMol25 entry of this formula, charge and spin)	68.9	kJ/mol
energy	-16246.5867	eV

Last column: Mulliken charge in e.
Atoms and positions in Å:
1 C -3.49970 -1.59333 -1.59438  -0.982
2 C -2.22150 -0.79468 -1.60946  -0.657
3 H -3.53301 -2.30002 -0.76824  0.299
4 H -4.40604 -0.98594 -1.57480  0.293
5 H -3.59620 -2.15679 -2.52255  0.283
6 H -2.29730 0.07859 -2.23136  0.320
7 H -1.36630 -1.37126 -1.98735  0.326
8 H -1.78088 -0.54441 -0.64190  0.128
9 C 1.12496 -0.37276 1.27938  -0.467
10 C 2.41788 -1.15211 0.91871  -0.906
11 C 0.22748 1.66949 -0.48970  -0.411
12 S 1.24012 1.40327 1.00664  -0.134
13 H 0.23109 -0.83013 0.89752  0.246
14 H 0.93303 -0.50290 2.35045  0.354
15 H 2.21055 -1.97518 0.22755  0.259
16 H 2.71693 -1.68191 1.81633  0.271
17 H -0.01627 0.67765 -0.84752  -0.140
18 H -0.63234 2.30274 -0.30770  0.283
19 H 0.88013 2.08748 -1.23834  0.321
20 H 3.14532 -0.48229 0.47707  0.314

The following is a quantum chemistry calculation of a cluster of 2 separate species, C5H14S in total in a non-equilibrium geometry, from the OMol25 dataset.

Output
HOMO energy	-8.660	eV
HOMO-LUMO gap	9.6	eV
structure (SMILES)	CCC.CSC
relative energy (zero: lowest compared OMol25 entry of this formula, charge and spin)	236.0	kJ/mol
energy	-16244.8555	eV

Last column: Mulliken charge in e.
Atoms and positions in Å:
1 C 0.74327 0.97685 -1.75363  0.026
2 C 0.23847 1.01318 -3.18601  -1.087
3 C 1.85665 -0.00356 -1.38702  -1.273
4 H -0.12148 0.70278 -1.22933  0.148
5 H 1.05045 1.98454 -1.55368  0.291
6 H 0.30467 1.98262 -3.61397  0.283
7 H 0.75615 0.27365 -3.82476  0.293
8 H 2.49893 0.19639 -0.50673  0.304
9 H 2.69199 -0.03291 -2.37815  0.253
10 H -0.79242 0.78040 -3.21298  0.308
11 H 1.82773 -0.99195 -1.37025  0.448
12 C -2.55972 -1.00268 2.84052  -0.899
13 C 0.16425 -0.71316 2.47775  -0.544
14 S -1.02084 -1.81640 3.27417  -0.087
15 H -2.45836 0.10411 2.83619  0.289
16 H -3.22880 -1.23547 2.02453  0.340
17 H -3.33355 -0.83187 3.75172  0.284
18 H 1.23127 -1.20620 2.24963  0.249
19 H 0.43475 0.19533 3.01534  0.364
20 H -0.28341 -0.37566 1.54665  0.010

The following is a quantum chemistry calculation of a cluster of 2 separate species, C5H14S in total in a non-equilibrium geometry, from the OMol25 dataset.

Output
HOMO energy (spin up / spin down)	-14.019 / -14.018	eV
total charge	+1
HOMO-LUMO gap (spin up / spin down)	10.5 / 5.5	eV
relative energy (zero: lowest compared OMol25 entry of this formula, charge and spin)	21.1	kJ/mol
energy	-16238.3505	eV
spin multiplicity	2

Last column: Mulliken spin population.
Atoms and positions in Å:
1 C 0.17764 -2.10401 -1.17021  0.000
2 C 0.81640 -1.04702 -2.07270  0.001
3 C 1.18383 -2.82461 -0.26488  0.000
4 H -0.44021 -2.77012 -1.76499  0.000
5 H -0.53221 -1.59247 -0.50977  -0.001
6 H 0.04441 -0.51854 -2.64579  0.000
7 H 1.47274 -0.33268 -1.57696  0.000
8 H 2.07930 -2.20765 -0.11849  0.000
9 H 1.38705 -1.56097 -2.85723  0.000
10 H 1.51246 -3.76798 -0.67940  0.000
11 H 0.77615 -2.93996 0.73606  0.000
12 C -0.93419 2.81708 2.76292  -0.038
13 C -0.99091 1.96391 0.10225  -0.033
14 S -1.96137 1.92495 1.60478  0.915
15 H -1.22267 2.53325 3.77332  0.005
16 H 0.10548 2.57891 2.55452  0.019
17 H -1.16423 3.87996 2.63530  0.059
18 H -0.16559 2.66323 0.21930  -0.002
19 H -1.58008 2.33791 -0.72536  0.025
20 H -0.56401 0.96677 -0.00268  0.049

The following is a quantum chemistry calculation of a structure of composition C5H15AsBClO5P in a non-equilibrium geometry, from the OMol25 dataset.

Output
HOMO energy	-3.304	eV
total charge	-1
HOMO-LUMO gap	6.6	eV
energy	-98987.7881	eV

Last column: Mulliken charge in e.
Atoms and positions in Å:
1 C -1.01797 1.95244 1.71416  -0.525
2 C 0.29395 2.81420 1.20730  -0.218
3 O 1.49521 1.98744 0.98907  -0.514
4 B 1.59174 1.53334 -0.41311  0.741
5 O 2.52589 2.24046 -1.31185  -0.597
6 As 0.43764 -0.05962 -0.99910  -0.256
7 C -0.87929 -1.58046 -1.43934  -1.008
8 C -2.29892 -1.40831 -0.63991  -0.019
9 O -2.56270 -2.41462 0.39867  -0.342
10 C -1.38535 -2.68137 1.23880  0.242
11 O -0.93492 -1.92892 2.24612  -0.470
12 P 2.26543 -1.43716 -1.15257  -0.081
13 O 3.65773 -0.61036 -0.49541  -0.473
14 Cl 2.00262 -3.19139 0.09117  -0.336
15 H -1.46429 2.44260 2.68737  0.330
16 H -0.72650 0.83690 1.98350  0.052
17 H -1.82837 1.98270 0.84564  0.140
18 H 0.55802 3.55247 2.10624  0.220
19 H 0.00803 3.50809 0.30410  0.182
20 H 2.36474 2.02827 -2.27768  0.299
21 H 0.61246 0.29966 -2.50864  0.065
22 H -0.79048 0.92371 -0.91773  0.051
23 H 0.31779 -0.45113 0.49524  0.045
24 H -1.12839 -1.41835 -2.59559  0.318
25 H -0.38484 -2.63802 -1.36297  0.289
26 H -2.45421 -0.30179 -0.22015  0.072
27 H -3.16298 -1.54058 -1.45310  0.236
28 H -0.77532 -3.67505 0.98166  0.268
29 H 3.66329 -0.76515 0.49812  0.287

The following is a quantum chemistry calculation of a structure of composition C5H15BrCoN3O2 in a non-equilibrium geometry, from the OMol25 dataset.

Output
HOMO energy (spin up / spin down)	-12.637 / -12.678	eV
total charge	+1
HOMO-LUMO gap (spin up / spin down)	7.8 / 7.2	eV
relative energy (zero: lowest compared OMol25 entry of this formula, charge and spin)	0.0	kJ/mol
energy	-121657.1526	eV
spin multiplicity	4

Last column: Mulliken spin population.
Atoms and positions in Å:
1 Co -0.54241 -0.39315 1.92376  2.742
2 Br 1.26569 1.03782 3.19140  0.168
3 C 0.04993 2.42743 -0.24003  -0.002
4 C -0.66793 1.11561 -0.73130  -0.024
5 C -0.73457 0.99887 -2.27895  0.003
6 O -1.18876 2.16177 -2.86298  0.001
7 C -2.65144 2.20775 -3.11514  0.000
8 N 0.08382 0.01170 -0.11923  0.043
9 H 1.05788 2.48087 -0.65149  0.001
10 H 0.07672 2.44785 0.84945  -0.001
11 H -0.37449 3.35097 -0.63377  0.000
12 H -1.71285 1.10984 -0.42112  0.015
13 H -1.25760 0.14438 -2.70834  -0.001
14 H 0.27695 0.89092 -2.67045  0.001
15 H -3.20237 2.08237 -2.18302  0.000
16 H -2.89423 1.36478 -3.76212  0.000
17 H -2.91866 3.15114 -3.59126  0.000
18 H 1.07719 0.05789 -0.29577  -0.004
19 H -0.11669 -0.82166 -0.65346  0.001
20 C 1.47507 -2.91130 2.42985  0.004
21 O 0.71345 -2.10464 1.80154  0.046
22 N 1.25965 -4.19579 2.39757  0.003
23 N 2.54963 -2.51390 3.04302  0.003
24 H 1.92051 -4.77605 2.89422  0.000
25 H 0.52229 -4.60026 1.83829  0.000
26 H 2.68246 -1.53314 3.24446  0.000
27 H 3.25075 -3.19210 3.30487  0.001

M list, top to bottom, in g/mol: 106.23, 106.23, 106.23, 106.23, 307.33, 288.03